[1]
Molecular formula: CN4OS
Method: DFT, wB97M-V/def2-TZVPD

```
7
Properties=species:S:1:pos:R:3:forces:R:3:lowdin_charge:R:1
O -1.63510 -0.84204 3.23447 0.2 0.3 -0.4 -0.967
N 1.37770 -0.03975 -1.41360 1.1 0.5 1.9 -0.256
N 0.22845 0.09093 -1.90216 -2.9 0.0 -0.1 -0.261
S -1.23294 0.47112 2.51415 0.9 -0.4 -1.5 0.328
C 0.01013 0.21143 0.23707 -1.3 0.2 0.4 -0.530
N 1.32242 0.07882 -0.02287 -0.6 -0.4 -0.4 -0.166
N -0.76229 0.23990 -0.89231 2.6 -0.2 0.1 -0.149
```
Positions in Å, forces in eV/Å.

The gap between HOMO and LUMO (spin up / spin down) comes out at 5.4 / 5.4 eV. The value obtained for the electronic energy is -19875.0589 eV. As for the charge: -2. The energy relative to the best compared isomer or geometry (same formula, charge and spin) comes out at 48.3 kcal/mol.

[2]
Molecular formula: C8H22F3NO9S
Method: DFT, wB97M-V/def2-TZVPD

```
44
Properties=species:S:1:pos:R:3:forces:R:3:lowdin_charge:R:1
C -19.55425 4.35580 5.35487 0.2 -1.0 1.7 -0.087
H -17.71003 3.42471 -2.27790 -0.7 -0.4 -0.4 0.108
C -18.54230 -1.44557 0.95689 0.7 -2.4 -1.7 -0.320
C -17.50654 -1.76881 -0.10078 -0.5 0.0 -0.6 -0.089
O -21.04830 2.92383 1.96248 -0.7 0.9 0.5 -0.373
H -17.66990 3.19514 4.72147 0.0 0.5 0.5 0.089
H -16.49388 -1.59972 0.26531 0.1 -0.8 0.4 0.060
O -20.65581 -0.54689 -2.49719 2.6 -0.5 -1.5 -0.187
C -21.46008 -0.36391 -1.56038 -2.5 -0.8 -1.1 -1.174
C -23.23321 4.40658 1.97047 -1.0 -3.3 0.0 -0.629
H -18.63259 -2.32976 1.58788 0.0 0.2 0.7 0.110
H -18.60340 2.10456 -0.04139 0.1 -0.1 0.1 0.076
H -19.50491 -1.36081 0.45260 -0.3 0.8 0.2 0.128
H -17.56746 -1.03687 -0.90615 -0.5 -0.3 -0.3 0.074
O -18.04699 -0.31247 1.54023 0.3 2.1 2.1 -0.101
H -19.12497 2.28828 4.50893 -0.5 0.1 0.4 0.104
H -20.06063 1.42073 -0.20446 -2.6 -1.6 -1.8 0.050
O -17.90834 3.26733 -1.35189 -1.5 0.7 -2.1 -0.064
F -22.54961 5.33969 2.58049 -0.3 1.3 0.2 0.139
H -19.52417 4.16983 6.42847 0.5 -0.4 0.5 0.044
H -17.13395 3.62206 0.35628 0.2 0.4 0.4 0.103
C -15.65036 2.75391 -0.85989 0.5 0.7 0.5 -0.079
H -17.75155 -0.39447 2.44995 -0.3 -0.3 0.0 0.108
H -15.82061 1.69093 -0.68897 -1.0 0.1 0.4 0.067
H -15.18049 2.70698 -1.84229 0.2 0.8 -0.1 0.061
C -16.83175 3.74630 -0.68360 1.6 -2.1 2.2 -0.346
H -20.63839 4.34931 5.24225 0.0 -0.4 -1.0 0.061
O -22.53860 2.64847 3.82868 -0.3 0.3 0.2 -0.343
H -19.26457 5.40598 5.31873 0.6 -0.2 -0.8 0.060
H -19.07021 0.89065 1.01746 0.1 0.0 0.0 0.063
H -19.84150 2.35148 1.07415 -0.3 0.3 0.2 0.040
O -21.46148 0.57196 -0.76131 4.0 6.2 3.9 -0.144
H -14.97823 3.04897 -0.05412 0.8 0.0 -0.4 0.062
O -22.51961 -0.98944 -1.38304 -3.0 -4.7 -1.1 -0.188
F -23.23074 4.57608 0.64962 -0.1 0.7 0.3 0.130
F -24.57699 4.36500 2.38999 1.9 0.8 -0.4 0.046
O -23.15941 1.72889 1.59884 0.6 1.9 1.3 -0.270
H -17.77398 -2.77441 -0.42535 0.7 0.0 -0.6 0.075
O -18.84029 3.84576 3.17638 1.2 -0.7 0.8 -0.133
C -18.73529 3.30619 4.51972 -1.0 2.2 -1.2 -0.254
N -19.36542 1.69090 0.47658 1.6 0.9 0.3 0.283
H -16.57120 4.79967 -0.78654 0.1 0.1 -0.6 0.111
H -19.69604 3.51259 2.89657 -0.9 0.1 -0.8 -0.003
S -22.45053 2.73231 2.38406 -0.6 -1.9 -1.1 0.532
```
Positions in Å, forces in eV/Å.

The gap between HOMO and LUMO comes out at 2.2 eV. The value obtained for the electronic energy is -47554.9507 eV. As for the charge: -2. The energy relative to the best compared isomer or geometry (same formula, charge and spin) comes out at 0.0 kcal/mol.

[3]
Molecular formula: C3H4N4O
Method: DFT, wB97M-V/def2-TZVPD

```
12
Properties=species:S:1:pos:R:3:forces:R:3:lowdin_charge:R:1
C 2.47796 -0.08282 0.44568 -5.4 -0.2 -3.5 0.063
H -1.03631 -2.51245 -0.42665 -0.1 1.0 0.0 0.055
H -1.44282 2.50898 0.01635 0.8 -0.7 0.6 0.140
N 1.45101 -0.78345 -0.07854 4.8 0.5 3.6 0.004
N -1.54537 -1.68989 -0.04173 2.9 0.7 0.0 0.141
H 2.31223 1.00679 0.24898 1.2 -0.9 1.0 0.082
C -0.99373 1.50292 0.17072 0.4 -1.6 -1.4 -0.047
O 0.32391 1.30626 -0.49850 -2.8 -0.4 1.9 -0.062
H 3.15366 -0.70416 0.92617 1.7 -0.4 0.6 0.038
N -1.65368 0.42476 0.53860 2.9 4.9 -1.1 0.137
C -0.85134 -0.57212 0.03434 -3.5 -5.6 -0.4 -0.464
N 0.40871 -0.21387 -0.51566 -3.0 2.6 -1.4 -0.087
```
Positions in Å, forces in eV/Å.

The gap between HOMO and LUMO comes out at 9.2 eV. The value obtained for the electronic energy is -11178.5107 eV. The SMILES is [H]/N=c1/ncon1N=C. The energy relative to the best compared isomer or geometry (same formula, charge and spin) comes out at 125.9 kcal/mol.

[4]
Molecular formula: C2H8NO
Method: DFT, wB97M-V/def2-TZVPD

```
12
Properties=species:S:1:pos:R:3:forces:R:3:lowdin_charge:R:1
H -0.11057 1.60302 -1.99644 0.0 0.1 -0.1 -0.247
H 2.07179 -1.19190 0.78339 0.3 -0.5 0.3 0.054
O -0.70081 2.36230 -2.08418 0.0 -0.1 0.1 -0.685
H 0.21810 -0.23938 1.94196 0.4 0.0 0.0 0.075
H -2.04526 -0.49367 0.52111 0.0 0.1 0.7 0.057
C 1.20008 -0.86799 0.24347 -0.3 1.3 -0.9 -0.178
N 0.02953 -0.73792 1.08639 -0.7 -0.3 0.0 -0.195
H -1.06843 1.03215 0.63864 -0.3 0.4 0.2 0.067
H 0.97680 -1.51080 -0.61044 0.1 -0.4 0.3 0.071
H -0.97140 -0.01566 -0.67809 0.5 0.0 0.1 0.056
C -1.06540 -0.02353 0.41467 0.0 -0.3 -1.1 -0.154
H 1.46557 0.08337 -0.26048 0.0 0.0 0.3 0.078
```
Positions in Å, forces in eV/Å.

The gap between HOMO and LUMO comes out at 6.0 eV. The value obtained for the electronic energy is -5739.9414 eV. As for the charge: -1. The energy relative to the best compared isomer or geometry (same formula, charge and spin) comes out at 28.4 kcal/mol.

[5]
Molecular formula: C6H4
Method: DFT, wB97M-V/def2-TZVPD

```
10
Properties=species:S:1:pos:R:3:forces:R:3:lowdin_charge:R:1
H 1.01111 -0.57858 -1.33352 -1.3 1.1 1.1 0.130
C 0.76834 -0.33300 -0.23585 1.8 -1.4 -2.0 -0.098
C -1.89044 0.19236 0.13727 0.1 0.1 -0.7 -0.351
C -0.49630 -0.66997 0.55049 -1.0 0.1 0.5 -0.141
H 1.69642 -0.80381 0.18399 -1.1 0.9 0.8 0.114
H -0.40907 -1.38384 1.42516 -0.5 1.4 -1.1 0.150
C -2.65923 -0.78969 -0.23867 1.2 0.2 0.5 0.207
C 0.00854 0.77037 0.35793 -0.4 -0.5 -0.3 -0.126
H -1.18318 2.40824 -0.47888 -0.7 0.1 -0.5 0.095
C -1.14946 1.42877 -0.05625 2.0 -2.0 1.7 0.022
```
Positions in Å, forces in eV/Å.

The gap between HOMO and LUMO comes out at 8.6 eV. The value obtained for the electronic energy is -6277.4772 eV. The energy relative to the best compared isomer or geometry (same formula, charge and spin) comes out at 115.3 kcal/mol.

[6]
Molecular formula: C11H14N2O
Method: DFT, wB97M-V/def2-TZVPD

```
28
Properties=species:S:1:pos:R:3:forces:R:3:lowdin_charge:R:1
C -1.91275 -0.09482 -1.86258 -0.2 0.0 -0.1 -0.018
H 2.44311 0.83497 3.56944 0.0 -0.3 0.1 0.071
N 3.06918 -1.61968 2.88234 0.2 0.5 0.0 0.088
C -0.97817 1.80118 -0.78063 0.5 1.3 0.9 -0.025
H -2.12630 -0.66701 0.65630 0.3 0.1 -0.2 0.111
C -1.02920 2.56728 -1.93924 -0.5 -1.1 -0.3 -0.035
C -1.75328 2.74757 -4.38399 0.5 -0.1 1.1 -0.050
H 1.53567 1.00972 2.11584 -0.2 -0.2 -0.3 0.066
H 1.29363 -3.97550 1.79492 0.4 -0.1 -0.3 0.141
H -1.09185 3.61555 -4.41527 -0.2 0.1 0.0 0.073
H 3.81400 -3.45885 2.13999 -0.1 -0.1 0.5 0.114
H -2.79472 3.06335 -4.44660 0.1 0.0 -0.4 0.082
C 1.60941 0.40518 3.01394 -0.2 0.0 0.9 -0.048
C 2.98022 -2.81428 2.38777 0.3 -0.4 -0.5 -0.223
H -0.07953 -1.93924 1.98770 0.1 0.2 -0.1 0.100
H -2.53460 0.27342 -3.87768 0.3 -0.3 -0.2 0.113
C -1.97550 0.64871 -3.03015 -0.5 0.3 0.3 -0.058
C -1.55264 1.97220 -3.08396 0.0 0.6 -0.5 -0.283
C 0.97610 -1.95463 2.19913 -0.5 -0.3 0.2 -0.080
H 0.70174 0.53477 3.60760 0.0 0.3 -0.1 0.074
H -0.75375 3.61008 -1.93087 0.2 0.1 0.0 0.110
H -1.44805 2.10505 -5.19265 -0.3 -0.1 -0.6 0.068
C 1.80880 -1.05472 2.78203 0.7 0.2 -0.8 -0.348
H -0.58978 2.28207 0.11715 -0.1 -0.3 0.0 0.118
H -2.27345 -1.11896 -1.86875 0.0 0.1 0.2 0.114
C -1.43801 0.50965 -0.70241 0.3 -0.5 -0.8 -0.334
N 1.72784 -3.07651 1.92450 -0.6 0.1 0.4 0.040
O -1.31021 -0.17485 0.47935 -0.4 -0.1 0.4 0.019
```
Positions in Å, forces in eV/Å.

The gap between HOMO and LUMO comes out at 9.0 eV. The value obtained for the electronic energy is -16661.4717 eV. The SMILES is Cc1ccc(O)cc1.Cc1c[nH]cn1. The energy relative to the best compared isomer or geometry (same formula, charge and spin) comes out at 33.2 kcal/mol.